Arrangement one

Entry from the Open Molecules 2025 dataset: 3 unconnected molecules or ions with the total composition C3H10N2O (wB97M-V/def2-TZVPD).

Bonds (Å) are listed after each position.
Positions of all 16 atoms, in Å:
1 C -1.0031 -1.1996 -1.9888  N3 1.529, H4 1.091, H5 1.097, H6 1.093
2 C -2.4353 0.6308 -1.5746  N3 1.288, H7 1.101, H8 1.078
3 N -1.8654 -0.0487 -2.5093  C1 1.529, C2 1.288
4 H -1.6191 -1.7793 -1.2994  C1 1.091
5 H -0.1103 -0.9146 -1.4186  C1 1.097
6 H -0.6775 -1.6609 -2.9242  C1 1.093
7 H -2.9029 0.1203 -0.7187  C2 1.101
8 H -2.4550 1.7084 -1.5895  C2 1.078
9 H 1.4801 -1.6393 -0.2275  N10 1.026
10 N 2.4299 -2.0258 -0.2399  H9 1.026, H13 1.116, H14 1.043
11 C 0.6760 1.8731 3.2783  O12 1.199, H15 1.176, H16 1.068
12 O 1.5957 1.2844 2.7836  C11 1.199
13 H 3.4023 -1.8759 -0.7668  N10 1.116
14 H 2.6278 -1.7108 0.7342  N10 1.043
15 H 0.3270 2.9514 2.9638  C11 1.176
16 H -0.0128 1.3411 3.8973  C11 1.068

## Properties
orbital gap: 0.3463 hartree
highest occupied orbital energy: -9.01 eV

***

Arrangement two

Entry from the Open Molecules 2025 dataset: 2 unconnected molecules or ions with the total composition C3H10N2O (wB97M-V/def2-TZVPD).

Bonds (Å) are listed after each position.
Positions of all 16 atoms, in Å:
1 C 2.6416 1.9247 -1.0911  N4 1.390, H7 1.129, H8 1.068, H9 1.091
2 C -1.4222 -1.7902 0.4152  N5 1.415, H10 1.157, H11 1.134, H12 1.109
3 C 4.2244 0.3045 0.0949  N4 1.635, H13 1.045, H14 0.989
4 N 2.7195 0.7311 -0.3821  C1 1.390, C3 1.635, O6 1.248
5 N -2.5380 -1.2000 -0.2237  C2 1.415, H15 0.990, H16 1.038
6 O 1.6612 0.2314 0.0508  N4 1.248
7 H 2.9843 1.8270 -2.1624  C1 1.129
8 H 1.5813 2.0545 -1.1065  C1 1.068
9 H 3.1920 2.7072 -0.5673  C1 1.091
10 H -1.4657 -2.9440 0.3397  C2 1.157
11 H -0.3738 -1.4398 0.1631  C2 1.134
12 H -1.5468 -1.6653 1.5104  C2 1.109
13 H 4.9144 0.6772 -0.5959  C3 1.045
14 H 4.1304 -0.5782 0.5305  C3 0.989
15 H -2.5900 -0.2191 -0.3478  N5 0.990
16 H -2.9692 -1.7218 -1.0105  N5 1.038

## Properties
orbital gap (spin up / spin down): 0.3249 / 0.2999 hartree
highest occupied orbital energy (spin up / spin down): -8.44 / -8.41 eV

***

Arrangement three

Entry from the Open Molecules 2025 dataset: 2 unconnected molecules or ions with the total composition C3H10N2O (wB97M-V/def2-TZVPD).

Bonds (Å) are listed after each position.
Positions of all 16 atoms, in Å:
1 C 1.9735 0.4869 -1.5317  C3 1.522, H7 1.115, H8 1.045, H9 1.076
2 C 1.1503 -1.8255 1.1921  O6 1.249, H10 1.079, H11 1.034
3 C 1.1934 -0.4837 -0.6574  C1 1.522, O6 1.251, H13 1.081
4 N -2.9222 0.9172 0.0801  N5 1.491, H14 0.949, H15 1.023
5 N -1.8598 0.7514 1.1127  N4 1.491, H12 1.051, H16 1.010
6 O 1.5498 -0.8868 0.4723  C2 1.249, C3 1.251
7 H 2.9265 0.0581 -1.9207  C1 1.115
8 H 2.2120 1.3451 -0.9847  C1 1.045
9 H 1.1952 0.8009 -2.2055  C1 1.076
10 H 1.4082 -1.5454 2.2017  C2 1.079
11 H 0.3652 -2.4882 1.0791  C2 1.034
12 H -1.0112 1.0085 0.5488  N5 1.051
13 H 0.5028 -1.0044 -1.3058  C3 1.081
14 H -3.6928 1.3327 0.4465  N4 0.949
15 H -2.9798 -0.0781 -0.1478  N4 1.023
16 H -2.0114 1.6112 1.6203  N5 1.010

## Properties
orbital gap (spin up / spin down): 0.2942 / 0.2981 hartree
highest occupied orbital energy (spin up / spin down): -7.07 / -7.22 eV

***

The computed energies, referenced to the most stable structure and given in kcal/mol, are arrangement one 0.0; arrangement two 29.5; arrangement three 46.8.

***

Arrangement one

Entry from the Open Molecules 2025 dataset: C12H16N2O3 in the gas phase (wB97M-V/def2-TZVPD).

Bonds (Å) are listed after each position.
Positions of all 33 atoms, in Å:
1 C 0.6442 -0.3484 -0.1110  C2 1.533, C3 1.547, H15 1.102, N29 1.452
2 C 2.0434 0.0675 -0.5789  C1 1.533, N30 1.381, O31 1.227
3 C 0.8029 -1.4107 1.0023  C1 1.547, C4 1.514, H16 1.103, H17 1.116
4 C -0.5579 -1.7822 1.5532  C3 1.514, C5 1.354, C6 1.425
5 C -1.0814 -1.0438 2.5602  C4 1.354, C7 1.400, H18 1.099
6 C -1.3262 -2.8761 1.0606  C4 1.425, C8 1.368, H19 1.101
7 C -2.3543 -1.3401 3.0621  C5 1.400, C9 1.368, H20 1.096
8 C -2.5495 -3.2191 1.5665  C6 1.368, C9 1.427, H21 1.090
9 C -3.0825 -2.4069 2.6113  C7 1.368, C8 1.427, H22 1.092
10 C 1.0744 2.0975 -1.7029  C11 1.541, C12 1.544, H24 1.080, N30 1.446
11 C 1.4682 2.7473 -3.0441  C10 1.541, O32 1.215, O33 1.317
12 C 0.8082 3.2445 -0.7042  C10 1.544, H25 1.089, H26 1.095, H27 1.097
13 H 0.2837 -1.4494 -1.7151  N29 1.028
14 H -1.0564 -1.0302 -0.8853  N29 1.029
15 H 0.2054 0.5880 0.2709  C1 1.102
16 H 1.5211 -1.0439 1.7548  C3 1.103
17 H 1.2473 -2.2986 0.4926  C3 1.116
18 H -0.5796 -0.1488 2.9546  C5 1.099
19 H -0.9036 -3.3837 0.1794  C6 1.101
20 H -2.7341 -0.6990 3.8658  C7 1.096
21 H -3.1721 -4.0246 1.1779  C8 1.090
22 H -4.0804 -2.6507 2.9821  C9 1.092
23 H 3.1207 1.4278 -1.5939  N30 1.018
24 H 0.2792 1.4100 -1.9498  C10 1.080
25 H -0.0158 3.8729 -1.0397  C12 1.089
26 H 0.6048 2.8399 0.2932  C12 1.095
27 H 1.7264 3.8391 -0.6208  C12 1.097
28 H -0.4090 3.0665 -3.3148  O33 0.985
29 N -0.1809 -0.6486 -1.2673  C1 1.452, H13 1.028, H14 1.029
30 N 2.1656 1.2415 -1.2954  C2 1.381, C10 1.446, H23 1.018
31 O 3.0060 -0.6783 -0.4313  C2 1.227
32 O 2.6128 2.7187 -3.4513  C11 1.215
33 O 0.4694 3.3220 -3.6812  C11 1.317, H28 0.985

## Properties
orbital gap: 0.3579 hartree
highest occupied orbital energy: -9.36 eV

***

Arrangement two

Entry from the Open Molecules 2025 dataset: C12H16N2O3 in the gas phase (wB97M-V/def2-TZVPD).

Bonds (Å) are listed after each position.
Positions of all 33 atoms, in Å:
1 C -1.8935 1.7612 0.9885  C2 1.569, C3 1.615, H15 1.096, N29 1.507
2 C -0.3398 1.9725 1.0532  C1 1.569, N30 1.342, O31 1.207
3 C -2.4763 1.5946 -0.5082  C1 1.615, H16 1.043, H17 1.129, H18 1.109
4 C -0.0975 -0.5064 1.2162  C5 1.514, C6 1.579, H20 1.113, N30 1.461
5 C 0.0359 -0.7340 2.7072  C4 1.514, O32 1.219, O33 1.392
6 C 0.8791 -1.6000 0.6289  C4 1.579, C7 1.523, H21 1.125, H22 1.094
7 C 1.1202 -1.4912 -0.8708  C6 1.523, C8 1.413, C9 1.427
8 C 2.1004 -0.6156 -1.3898  C7 1.413, C10 1.377, H23 1.094
9 C 0.4281 -2.3272 -1.7969  C7 1.427, C11 1.425, H24 1.127
10 C 2.5982 -0.7034 -2.6707  C8 1.377, C12 1.394, H25 1.095
11 C 0.8358 -2.2427 -3.1599  C9 1.425, C12 1.347, H26 1.012
12 C 1.8184 -1.4210 -3.5760  C10 1.394, C11 1.347, H27 1.138
13 H -3.3337 3.3454 1.3550  N29 1.022
14 H -1.7924 3.7993 1.6599  N29 0.990
15 H -2.2645 0.9579 1.6353  C1 1.096
16 H -2.4074 0.5959 -0.7998  C3 1.043
17 H -1.9390 2.2306 -1.2705  C3 1.129
18 H -3.5396 1.9110 -0.4930  C3 1.109
19 H 1.3614 0.9202 1.4420  N30 1.030
20 H -1.1069 -0.7703 0.8274  C4 1.113
21 H 1.8701 -1.4489 1.1384  C6 1.125
22 H 0.4222 -2.5537 0.9077  C6 1.094
23 H 2.5957 0.0287 -0.6578  C8 1.094
24 H -0.4016 -3.0270 -1.4939  C9 1.127
25 H 3.4493 -0.1205 -3.0372  C10 1.095
26 H 0.2581 -2.7758 -3.7964  C11 1.012
27 H 2.0746 -1.3016 -4.6781  C12 1.138
28 H 1.2773 -0.8430 4.1642  O33 0.963
29 N -2.4055 3.0225 1.6357  C1 1.507, H13 1.022, H14 0.990
30 N 0.4062 0.8566 1.0613  C2 1.342, C4 1.461, H19 1.030
31 O 0.0142 3.1259 1.0540  C2 1.207
32 O -0.8731 -0.7419 3.5194  C5 1.219
33 O 1.3256 -0.8980 3.2045  C5 1.392, H28 0.963

## Properties
orbital gap: 0.3371 hartree
highest occupied orbital energy: -8.67 eV

***

The computed energies, referenced to the most stable structure and given in kcal/mol, are arrangement one 0.0; arrangement two 28.0.